# 1
103
Properties=species:S:1:pos:R:3:forces:R:3 method="wB97M-V/def2-TZVPD" total_charge=-1 homo_lumo_gap_ev=7.412 lumo_energy_ev=2.3 e_homo_ev=-5.15 multiplicity=1
C 2.618981 2.503647 1.916831 -0.068 0.037 0.116
N 1.646005 1.594445 1.322591 0.111 0.071 0.083
C 1.686298 0.289860 2.007341 0.008 -0.011 -0.001
C 0.297765 2.156847 1.460439 0.034 -0.428 -0.307
O -0.091098 2.537731 2.542381 -0.014 0.189 0.091
C -0.467141 2.166399 0.211994 -0.260 0.161 0.225
Al -0.985463 0.428727 -0.734996 0.013 0.142 -0.053
O -0.086355 -1.041187 -0.355836 -0.086 -0.071 -0.137
C -0.810092 0.769977 -2.727953 0.191 0.124 0.193
C 0.590790 0.491218 -3.312693 -0.068 0.089 -0.121
C 1.513904 1.678271 -3.289655 -0.265 0.062 0.171
F 1.063924 2.836080 -2.757015 0.060 -0.092 -0.142
C 2.731575 1.708996 -3.785597 0.494 -0.065 -0.231
F 3.337268 0.640784 -4.326362 -0.191 0.199 0.195
F 3.537859 2.767533 -3.843664 -0.095 -0.113 0.087
C -2.947748 0.038110 -0.381799 -0.042 -0.052 -0.132
P -3.166835 -0.331884 1.309799 -0.079 -0.106 0.086
O -1.994273 -0.241019 2.206106 -0.140 -0.056 -0.025
O -3.840369 -1.812165 1.383800 0.182 -0.074 0.077
O -4.378438 0.592141 1.872534 0.177 0.094 -0.027
H 3.623308 2.117535 1.730829 -0.007 -0.009 0.009
H 2.482601 2.628736 3.000364 0.025 -0.006 0.000
H 2.536980 3.489421 1.452270 -0.003 -0.013 -0.024
H 1.114337 0.315239 2.943167 0.093 0.018 0.055
H 1.278138 -0.495232 1.375881 -0.086 0.087 0.044
H 2.725026 0.046908 2.235229 0.023 -0.024 -0.054
H -1.398166 2.711088 0.408512 0.004 0.013 -0.167
H 0.110709 2.690015 -0.554047 0.064 -0.083 -0.009
H 0.754065 -1.101410 -0.809392 0.147 -0.051 0.032
H -1.523328 0.142944 -3.271668 -0.026 -0.001 0.036
H -1.083895 1.810179 -2.934451 -0.092 -0.058 -0.134
H 1.082958 -0.330373 -2.781488 0.016 -0.014 -0.036
H 0.532932 0.173459 -4.360662 0.011 -0.037 0.025
H -3.573592 0.871687 -0.702653 0.025 0.056 0.122
H -3.221347 -0.835015 -0.976779 0.016 -0.014 0.021
H -3.207292 -2.397251 1.824985 -0.010 -0.020 0.040
H -4.038766 0.997128 2.682859 -0.051 0.069 -0.021
N 2.477924 -3.064430 1.485632 0.098 -0.010 0.010
C 2.208134 -3.657852 0.328063 -0.032 0.037 0.000
C 1.977326 -5.020597 0.201209 -0.006 -0.020 0.015
C 2.030144 -5.806951 1.340257 -0.008 0.013 -0.007
C 2.306670 -5.198617 2.554541 -0.021 -0.004 0.010
C 2.519937 -3.827300 2.573040 -0.034 -0.015 -0.029
H 2.166264 -3.009991 -0.540811 -0.011 -0.031 0.016
H 1.754638 -5.447317 -0.767425 -0.003 0.007 -0.002
H 1.852958 -6.873793 1.283849 0.001 -0.003 0.000
H 2.352353 -5.770382 3.472099 0.002 0.000 0.006
H 2.727664 -3.313610 3.505789 0.015 -0.006 0.004
N -3.134095 -4.163933 3.948599 0.011 -0.029 -0.103
C -2.372861 -5.126230 4.463532 0.009 0.020 0.007
C -2.853874 -6.384388 4.796270 -0.016 -0.001 0.012
C -4.196199 -6.658452 4.582185 0.009 0.025 -0.015
C -4.997946 -5.666402 4.041059 0.067 -0.050 0.019
C -4.418110 -4.442274 3.740920 -0.100 0.081 -0.040
H -1.329272 -4.874122 4.617469 0.010 -0.011 -0.015
H -2.187749 -7.128221 5.212346 0.002 0.001 0.004
H -4.608188 -7.628822 4.829171 0.002 -0.001 0.005
H -6.049348 -5.831630 3.849659 -0.001 0.007 0.000
H -5.011447 -3.641216 3.312540 -0.019 -0.006 0.003
N 5.946213 2.815545 4.450984 0.042 -0.006 0.006
C 5.932638 3.845627 3.609064 -0.024 -0.035 -0.004
C 5.832332 5.167983 4.016983 -0.015 0.010 0.003
C 5.733329 5.435611 5.372301 0.000 -0.010 -0.003
C 5.741213 4.371826 6.259962 0.003 0.010 -0.001
C 5.851025 3.086481 5.749640 -0.013 0.007 -0.012
H 5.996429 3.598746 2.555110 0.001 0.011 -0.002
H 5.822456 5.963601 3.284492 -0.008 -0.005 -0.005
H 5.645043 6.453640 5.729831 -0.001 0.000 0.000
H 5.659075 4.529496 7.326959 -0.002 -0.005 0.000
H 5.857499 2.230531 6.415859 -0.002 0.004 0.004
N 2.377121 0.835214 -8.384801 0.006 -0.001 -0.025
C 3.232320 1.145380 -7.411419 -0.099 -0.046 -0.041
C 3.961142 2.326513 -7.383998 0.018 0.002 0.058
C 3.795524 3.232709 -8.417532 -0.036 0.013 0.010
C 2.902983 2.925530 -9.433064 0.025 -0.004 0.010
C 2.225382 1.717562 -9.368631 0.012 0.020 -0.055
H 3.321524 0.423482 -6.609475 0.041 0.023 -0.049
H 4.627401 2.529816 -6.556655 0.001 -0.006 0.002
H 4.341618 4.167365 -8.425502 0.004 -0.001 0.001
H 2.728671 3.606525 -10.255273 0.003 -0.009 -0.008
H 1.513922 1.447741 -10.143226 0.029 0.002 -0.027
N -6.306869 -0.024647 5.790740 -0.032 -0.077 0.048
C -5.542595 -0.406040 4.766277 0.010 0.022 0.054
C -4.434290 -1.232173 4.897269 0.022 0.077 -0.097
C -4.101992 -1.697231 6.157776 -0.016 0.016 0.048
C -4.892770 -1.317852 7.232098 0.014 -0.004 -0.022
C -5.976422 -0.484364 6.995636 0.003 0.012 -0.012
H -5.816989 -0.027538 3.789126 -0.047 -0.023 -0.006
H -3.840109 -1.482795 4.027968 0.018 -0.001 0.073
H -3.239647 -2.337406 6.295933 -0.016 0.000 -0.025
H -4.672897 -1.652253 8.237622 -0.008 0.003 0.006
H -6.610411 -0.165510 7.817040 0.005 0.000 0.006
N -3.785899 1.644875 -6.982319 -0.016 0.002 0.001
C -2.971785 2.652266 -6.676707 -0.003 -0.009 0.002
C -1.676724 2.767137 -7.161655 0.012 -0.008 -0.010
C -1.196212 1.779240 -8.005675 -0.045 0.012 0.013
C -2.029009 0.717426 -8.320831 0.000 0.004 -0.016
C -3.308815 0.698519 -7.787071 0.010 0.008 0.004
H -3.375271 3.403707 -6.007051 0.009 0.001 0.001
H -1.060166 3.608594 -6.875424 -0.001 -0.005 0.017
H -0.192816 1.828985 -8.404988 0.002 -0.016 0.067
H -1.693446 -0.084631 -8.964694 0.000 -0.006 0.007
H -3.985873 -0.118271 -8.013874 0.004 -0.003 -0.004

***

# 2
60
Properties=species:S:1:pos:R:3:forces:R:3 method="wB97M-V/def2-TZVPD" total_charge=+3 s_squared=0.778 homo_lumo_gap_ev="5.520 / 5.618" e_above_lowest_kj_mol=98.31 lumo_energy_ev="-10.7 / -10.6" e_homo_ev="-16.23 / -16.22" multiplicity=2
V 1.002461 1.952247 -0.160253 0.589 0.345 -0.214
C -1.098576 5.166739 -2.228260 -0.008 0.000 0.000
C -0.405257 3.951672 -1.757864 -0.012 -0.052 -0.010
N 0.054805 3.713829 -0.581857 -0.006 0.029 0.007
O -0.152981 4.520062 0.480320 -0.030 -0.015 0.009
B 0.557479 3.927430 1.581831 -0.300 0.004 -0.073
F 0.367794 4.401864 2.773231 0.226 0.017 0.039
F 1.828973 3.470221 1.154198 -0.006 0.021 0.032
O -0.122551 2.202847 1.565936 -0.036 -0.053 -0.022
N 0.799394 1.216136 1.551080 -0.040 0.094 -0.045
C 1.830405 0.930541 2.284257 -0.055 -0.116 -0.003
C 1.988411 1.176275 3.724364 0.013 0.009 -0.006
C 2.886024 0.356977 1.369722 -0.095 -0.070 0.002
N 2.627508 0.797197 0.189942 0.118 0.108 0.046
O 3.307286 0.407609 -0.908187 -0.030 -0.048 -0.016
B 2.716727 1.098554 -2.020546 -0.118 -0.405 0.121
F 3.059739 0.740476 -3.221649 0.075 0.294 -0.068
F 2.490065 2.461784 -1.679362 0.038 -0.004 -0.004
O 0.949596 0.688090 -1.822332 -0.020 0.057 -0.036
N 0.095642 1.733097 -1.812546 -0.019 -0.058 0.151
C -0.034846 2.753903 -2.603989 -0.064 -0.047 -0.005
C 0.213755 2.784003 -4.051934 0.017 0.020 0.006
C 4.021577 -0.497719 1.766099 -0.006 -0.007 -0.013
H -1.360494 5.810681 -1.392277 0.002 0.003 -0.001
H -1.993964 4.904809 -2.793865 -0.003 -0.001 0.005
H -0.436615 5.721138 -2.901136 -0.003 -0.001 -0.002
H 1.066396 1.530852 4.177711 0.001 0.009 -0.003
H 2.777691 1.924494 3.865551 0.005 -0.008 0.002
H 2.329548 0.264781 4.220279 -0.014 -0.002 0.006
H 0.479232 1.802390 -4.436450 0.003 0.000 0.001
H 1.023892 3.493825 -4.255794 -0.002 0.002 -0.001
H -0.669395 3.167808 -4.570911 -0.001 -0.005 -0.002
H 3.777559 -1.082759 2.649631 -0.004 -0.008 -0.005
H 4.890900 0.129599 1.987781 -0.003 0.001 0.008
H 4.286777 -1.159201 0.942999 0.010 0.003 0.001
F -3.864715 -4.729651 1.968115 -0.008 0.009 0.001
C -3.839147 -3.513686 1.512782 -0.006 -0.019 0.005
C -3.775313 -2.466074 2.449668 0.001 0.016 -0.006
C -3.729097 -1.197945 1.968701 -0.013 -0.014 0.012
C -3.754968 -0.950586 0.546979 -0.015 0.024 -0.014
C -3.756673 0.315980 0.073895 -0.146 -0.102 0.083
C -3.832519 -2.070408 -0.359492 -0.007 -0.016 0.002
C -3.875996 -3.340131 0.117375 0.005 0.015 -0.007
H -3.776212 -2.700584 3.505200 0.002 -0.003 0.000
H -3.692459 -0.353226 2.645072 0.004 -0.001 0.001
H -3.730492 1.163338 0.748995 0.011 0.003 -0.003
H -3.828179 0.519433 -0.987852 0.036 -0.021 -0.007
H -3.868713 -1.881144 -1.424852 0.003 0.002 -0.001
H -3.948885 -4.209212 -0.521449 -0.001 -0.003 0.001
S 0.631990 -1.746082 0.841463 -0.188 0.002 0.021
C 0.602417 -3.222605 0.034341 0.079 -0.001 0.019
N 1.027031 -4.371817 0.522263 0.087 0.013 -0.039
C 0.836130 -5.584331 -0.277158 0.000 -0.007 0.005
C 0.587891 -5.116400 -1.712473 -0.010 -0.002 -0.002
S -0.012756 -3.398182 -1.579952 -0.040 -0.015 0.014
H 1.395323 -4.412056 1.461763 -0.010 -0.004 0.004
H -0.008857 -6.151186 0.116769 -0.015 0.025 0.004
H 1.726472 -6.206585 -0.215994 -0.015 -0.022 0.000
H -0.164022 -5.721385 -2.210906 0.019 -0.014 -0.012
H 1.496814 -5.117726 -2.308952 0.008 0.022 0.011

***

# 3
111
Properties=species:S:1:pos:R:3:forces:R:3 method="wB97M-V/def2-TZVPD" total_charge=+1 homo_lumo_gap_ev=6.645 lumo_energy_ev=-4.0 e_homo_ev=-10.60 multiplicity=1
C 3.966057 -2.800543 0.460550 -0.223 -0.428 -0.519
O 4.048393 -1.367325 0.353911 0.506 -0.648 0.879
C 4.138457 -0.748462 1.648669 -0.845 0.458 0.196
C 2.696189 -0.733693 2.297525 0.485 0.943 0.400
C 1.735113 0.291454 1.512817 0.624 -0.921 0.720
C 1.168615 1.363853 2.524515 0.065 0.640 -0.617
C 0.404062 2.590156 1.833301 -0.087 -0.700 0.192
C -0.819303 2.123952 0.912730 0.600 0.871 -0.784
C -1.938925 3.245134 0.768639 -0.066 -0.488 -0.513
C -3.399929 2.627014 0.629144 0.099 0.841 1.485
C -4.026454 2.588950 2.111794 0.239 -0.934 -0.995
C -4.983242 1.327309 2.290917 1.868 0.208 1.038
N -6.448721 1.670030 2.108635 0.215 -0.166 -0.207
C -7.053814 1.070585 0.865574 -1.101 -1.003 -0.735
C -7.840844 -0.269498 1.249432 0.912 0.558 -1.628
C -8.312419 -0.945816 -0.098418 -0.516 0.264 -0.126
C -9.315002 -2.151148 0.107489 0.210 -0.367 0.216
C -9.090072 -2.978518 1.429250 -1.518 -0.915 -0.465
F -7.728694 -3.234390 1.718186 -0.875 0.601 -0.228
O -9.025400 0.056532 1.982291 1.165 0.512 0.300
C -8.805375 1.053846 2.992157 0.233 0.032 0.591
C -7.286136 1.359610 3.320291 -1.045 0.220 1.854
S -7.298436 2.940543 4.330012 0.014 -0.386 0.230
H 3.109108 -3.127780 -0.201468 0.968 0.171 0.734
H 4.922154 -3.295369 0.104892 -0.980 0.638 0.338
H 3.768899 -3.147800 1.510011 0.136 0.377 -0.908
H 4.914635 -1.225995 2.312641 -0.790 0.221 -0.630
H 4.456303 0.320441 1.467787 -0.283 -1.084 0.169
H 2.251996 -1.762223 2.336080 0.488 0.895 -0.045
H 2.816734 -0.367862 3.365196 -0.174 -0.544 -1.079
H 2.394383 0.754476 0.718923 -1.082 -0.261 0.664
H 0.935401 -0.355547 1.040675 0.678 1.181 0.270
H 2.036294 1.808684 3.104153 -0.891 -0.578 -0.607
H 0.501137 0.862987 3.280244 0.535 0.418 -0.738
H 0.044876 3.291272 2.648387 0.275 -0.793 -0.822
H 1.158305 3.182113 1.231447 -0.889 -0.665 0.505
H -1.273618 1.150603 1.244125 0.496 0.874 -0.067
H -0.423322 1.954308 -0.147932 -0.582 -0.149 1.525
H -1.895172 3.928112 1.660471 -0.213 -0.528 -0.800
H -1.738043 3.868116 -0.143421 -0.034 -0.517 0.894
H -3.388224 1.583090 0.212869 0.167 1.108 0.131
H -4.057870 3.312823 0.025050 0.672 -0.875 0.261
H -3.195449 2.470080 2.864930 -0.863 0.118 -0.798
H -4.532185 3.571365 2.312938 0.283 -0.974 0.067
H -4.663720 0.503211 1.587500 -0.697 0.961 0.671
H -4.794589 0.943817 3.337686 -0.721 0.361 -1.120
H -6.486860 2.697125 1.999966 0.142 -0.469 0.085
H -6.247558 0.875976 0.100685 -0.874 0.298 0.935
H -7.803950 1.804169 0.468427 0.733 -0.634 0.253
H -7.101833 -0.904567 1.818775 -1.022 0.280 -0.349
H -7.457115 -1.241066 -0.768699 -0.620 0.247 1.022
H -8.883219 -0.147569 -0.666202 0.680 -0.781 0.585
H -9.270265 -2.893939 -0.744931 0.244 1.078 0.765
H -10.373551 -1.758752 0.091940 1.107 -0.465 0.327
H -9.565834 -3.991752 1.259153 0.585 1.040 0.236
H -9.637047 -2.548960 2.317696 1.124 -0.113 -0.796
H -9.266778 0.662383 3.947926 0.528 0.651 -0.979
H -9.298456 2.030311 2.730451 0.284 -0.943 0.036
H -6.849048 0.569220 3.980031 -0.130 0.516 -1.136
H -6.779309 2.615667 5.562441 -0.170 -0.306 -0.977
C -1.038681 -3.006399 -2.021439 -0.339 -0.228 -0.659
O 0.085634 -2.139611 -2.013419 3.524 1.114 0.013
P -0.100438 -0.568508 -2.666152 -9.378 -0.803 0.846
O -1.197029 -0.234441 -1.669847 1.213 0.451 0.196
O -0.748010 -1.201676 -4.046033 1.153 0.281 -0.302
C 0.115078 -1.896827 -4.948567 -0.054 -0.202 -0.190
O -0.222181 1.005505 -3.331065 3.369 -0.946 0.588
C 0.680082 1.348682 -4.392713 0.060 0.234 -0.451
H -1.111263 -3.474602 -1.039244 0.212 0.142 0.050
H -1.971523 -2.486993 -2.239593 0.149 0.068 0.067
H -0.879208 -3.786401 -2.770060 -0.072 -0.016 0.032
H -0.291526 -2.893309 -5.127831 0.040 0.014 0.042
H 1.128590 -1.992956 -4.552157 -0.030 -0.107 -0.093
H 0.152113 -1.359692 -5.897543 0.053 0.005 0.068
H 0.267183 1.023350 -5.349301 0.084 -0.063 0.024
H 1.660286 0.899061 -4.238419 0.035 0.219 -0.242
H 0.791977 2.432190 -4.418593 0.016 -0.092 0.100
C 6.472437 -2.531598 8.777884 0.078 -0.800 0.083
O 6.948508 -1.620015 7.796964 1.808 2.410 -2.189
P 6.547740 -1.911984 6.159293 -6.919 -5.429 2.276
O 5.044845 -1.833592 6.358460 1.654 0.834 -0.577
O 7.078307 -3.472654 6.257924 0.709 0.726 -0.438
C 8.474583 -3.709451 6.442357 0.103 -0.208 0.103
O 6.411949 -2.047176 4.453436 2.214 2.345 1.242
C 7.629544 -2.109041 3.704453 0.154 -0.242 -0.375
H 6.064064 -1.952398 9.606274 0.061 0.188 -0.172
H 5.701843 -3.200110 8.395201 0.025 0.165 -0.065
H 7.312074 -3.126041 9.146699 -0.054 -0.006 0.010
H 8.611885 -4.338789 7.322619 0.014 0.059 -0.012
H 9.031859 -2.779616 6.580547 0.062 -0.109 0.089
H 8.868884 -4.237193 5.572285 -0.008 0.044 0.037
H 7.984357 -3.140708 3.655514 0.040 0.044 0.052
H 8.398248 -1.471603 4.144792 0.079 -0.054 -0.225
H 7.430222 -1.766667 2.688368 -0.046 0.045 0.102
C 2.406503 0.696430 -9.085481 -0.272 0.596 -0.412
O 3.670415 0.461258 -8.480176 3.449 -0.989 1.032
P 4.280449 1.638942 -7.399313 -8.083 3.842 1.074
O 3.128920 1.544794 -6.414493 1.675 -0.513 -0.401
O 4.024877 2.832207 -8.510660 0.986 -0.347 0.050
C 4.814558 2.838419 -9.701464 -0.065 0.103 -0.231
O 5.158253 2.737551 -6.417835 1.655 -2.901 -1.166
C 6.446854 3.158034 -6.877915 0.264 0.407 -0.016
H 1.822987 -0.222132 -9.016053 0.213 -0.069 0.119
H 1.854522 1.507361 -8.610872 0.117 -0.092 0.076
H 2.558048 0.935625 -10.140773 -0.053 0.001 0.035
H 4.148949 2.847630 -10.565511 0.040 -0.040 0.022
H 5.465699 1.963077 -9.764454 -0.050 0.038 -0.138
H 5.426167 3.741782 -9.723706 -0.016 -0.060 0.008
H 6.341069 4.008966 -7.553971 -0.001 -0.075 -0.035
H 6.972401 2.345176 -7.381427 0.157 0.168 0.047
H 7.035542 3.475388 -6.017279 -0.099 -0.103 -0.002